# 1
67
Properties=species:S:1:pos:R:3:mulliken_charge:R:1 method="wB97M-V/def2-TZVPD" relative_energy_kj_mol=0.0 e_tot_ha=-1240.2133 fmax_ev_per_a=2.30
N -1.52692 13.21148 -2.04279 0.829
H -0.97374 12.75292 -1.30239 0.346
H -1.23964 14.20334 -2.28362 0.264
H -2.49712 13.26875 -1.74849 0.018
H -1.45948 12.64246 -2.89143 -0.040
B -0.75327 15.97034 -2.63626 1.045
H -0.37178 16.25543 -1.58600 -0.418
H -0.08189 15.14695 -3.09110 -0.869
H -1.83686 15.57982 -2.58108 -0.224
H -0.79373 16.90160 -3.31076 -0.180
C 1.05179 10.49303 -5.11846 -1.300
C 0.32169 11.69690 -4.52608 -0.027
O -1.06488 11.42380 -4.28428 -0.462
H 0.61930 10.17029 -6.06469 0.385
H 1.04111 9.68076 -4.39195 0.267
H 2.07767 10.84948 -5.23182 0.405
H 0.41328 12.53821 -5.21568 0.472
H 0.82398 11.87166 -3.57410 -0.097
H -1.44920 11.22918 -5.14575 0.230
C -0.16426 9.53560 -1.16980 -0.836
C -0.93046 10.46275 -0.21050 -0.170
O -0.21738 11.71251 -0.18325 -0.681
H 0.91318 9.64048 -1.05178 0.261
H -0.42904 9.66814 -2.21804 0.023
H -0.42922 8.50194 -0.92876 0.439
H -1.07205 9.97758 0.75927 0.425
H -1.97358 10.61509 -0.49315 0.042
H 0.60074 11.61424 0.31076 0.301
C -3.92236 15.27327 0.59636 -1.193
C -4.63982 14.10526 -0.03996 -0.130
O -3.76668 12.97232 -0.03886 -0.536
H -3.77407 15.03248 1.65215 0.374
H -4.47356 16.20967 0.51618 0.368
H -2.96356 15.41641 0.09520 0.285
H -4.96165 14.35266 -1.05142 0.151
H -5.57396 13.89478 0.49054 0.362
H -3.32647 12.94317 0.81738 0.270
C -4.27307 10.85971 -3.08175 -0.145
C -4.54709 12.10767 -3.91134 -0.511
O -3.94182 13.25431 -3.31051 -0.344
O -4.79352 10.94173 -1.79214 -0.604
H -3.19624 10.63966 -3.05075 -0.106
H -4.66527 9.99667 -3.62638 0.405
H -5.61974 12.23843 -4.08564 0.413
H -4.15904 11.95511 -4.92771 0.314
H -4.34722 13.96631 -3.82172 0.207
H -4.39980 11.64982 -1.25983 0.401
C 3.34726 14.00811 -2.64242 -0.558
C 2.81903 13.47322 -1.28572 -0.373
O 1.49896 13.92205 -1.04927 -0.372
O 3.79260 15.35004 -2.52985 -0.541
H 2.59833 13.76973 -3.40332 0.164
H 4.21008 13.39666 -2.91867 0.417
H 3.49031 13.80862 -0.49255 0.319
H 2.82394 12.38829 -1.41301 0.339
H 1.45083 14.87313 -1.20083 0.181
H 2.99196 15.88975 -2.55379 0.367
C -0.27609 16.74905 -6.61717 -0.298
C -1.66285 16.99587 -6.00912 -0.555
O -2.12902 15.88212 -5.29127 -0.525
O 0.72563 16.37246 -5.69935 -0.555
H 0.07521 17.63903 -7.14560 0.339
H -0.31953 15.94313 -7.36419 0.240
H -2.34503 17.40481 -6.75437 0.375
H -1.52908 17.76792 -5.23989 0.289
H -1.82744 15.89427 -4.36250 0.163
H 0.31806 15.86310 -4.98367 0.155


# 2
198
Properties=species:S:1:pos:R:3:mulliken_charge:R:1 method="wB97M-V/def2-TZVPD" e_tot_ha=-3598.8446 charge=+1 fmax_ev_per_a=3.32
In 2.56002 0.88952 0.57258 1.036
C 0.03216 0.35992 -1.56051 0.670
O 1.21628 -0.24361 -1.01244 -0.866
H -0.41054 -0.40286 -2.22116 -0.164
H -0.76049 0.62341 -0.83584 -0.125
H 0.14364 1.26528 -2.17631 -0.361
C 4.25969 3.34575 -0.82028 -0.584
O 3.93442 2.05428 -0.39816 -0.223
H 4.08500 3.43561 -1.88071 0.085
H 3.63782 4.08353 -0.23238 -0.091
H 5.32945 3.57882 -0.58022 0.268
C 6.19326 -3.12554 -1.80915 -1.268
C 6.00462 -1.75978 -2.54441 0.624
C 6.25220 -1.83479 -4.09017 -0.626
O 7.43578 -2.50132 -4.45952 -0.395
C 8.66005 -1.84918 -4.26276 -0.687
N 4.64284 -1.33142 -2.16257 1.653
H 7.16010 -3.49394 -2.05412 0.493
H 5.58397 -3.94584 -2.11359 0.314
H 5.99195 -3.03290 -0.72770 0.195
H 6.67103 -1.00821 -2.00829 0.439
H 6.15388 -0.83798 -4.44551 0.501
H 5.41335 -2.45237 -4.42969 0.264
H 9.41232 -2.58655 -4.46643 0.276
H 8.80121 -1.49429 -3.25066 0.306
H 8.78810 -1.03966 -5.03786 0.265
H 3.91068 -1.98771 -2.35044 0.045
H 4.26601 -0.47264 -2.63683 0.260
C 2.22648 0.78160 -5.88899 -0.792
C 2.75475 1.42541 -4.58020 0.038
C 2.08084 2.70604 -4.17525 -0.215
O 0.82502 2.51359 -3.61073 -0.272
C 0.16348 3.69296 -3.23234 -0.547
N 2.76206 0.46422 -3.45888 -0.196
H 1.35311 0.20971 -5.63380 -0.169
H 2.98046 0.03691 -6.25843 0.326
H 1.93540 1.52894 -6.62834 0.407
H 3.79639 1.57677 -4.84158 0.420
H 2.14005 3.40818 -4.99171 0.550
H 2.77804 3.21374 -3.45118 -0.275
H -0.31513 3.40783 -2.28602 -0.131
H -0.56538 3.98396 -4.00806 0.268
H 0.91349 4.43101 -2.93140 0.408
H 1.84131 0.05254 -3.20247 -0.597
H 3.00350 0.95795 -2.56854 0.072
C -3.58369 -3.76115 -2.60554 -1.725
C -2.63025 -2.59972 -2.35369 2.042
C -2.58549 -1.66904 -3.58028 -0.808
O -2.10502 -2.31550 -4.74660 -0.397
C -1.52435 -1.39017 -5.59872 -0.505
N -3.16635 -1.76669 -1.27682 0.010
H -3.61535 -4.37121 -1.68410 0.358
H -3.19939 -4.37734 -3.41110 0.369
H -4.55045 -3.37653 -2.85501 0.387
H -1.62113 -2.86412 -2.04027 -0.722
H -2.01384 -0.73657 -3.40994 0.222
H -3.56326 -1.25405 -3.83051 0.405
H -2.23174 -0.52114 -5.68290 0.366
H -1.36546 -1.77045 -6.62858 0.321
H -0.57913 -0.93968 -5.20464 -0.179
H -2.38025 -1.13900 -0.97265 0.026
H -3.23903 -2.36744 -0.46903 -0.153
C -1.76080 -4.32181 3.07754 -1.714
C -1.78034 -4.29058 1.51798 1.316
C -1.37560 -5.57295 0.76359 -0.827
O -2.35726 -6.59574 1.12661 -0.392
C -2.01677 -7.88325 0.68657 -0.801
N -3.12086 -3.89720 1.03196 -0.082
H -0.86089 -4.63880 3.55142 0.460
H -2.50887 -5.03415 3.46584 0.306
H -2.01181 -3.31881 3.41075 0.275
H -1.08613 -3.53601 1.21101 -0.308
H -0.34243 -5.73654 0.94953 0.636
H -1.52506 -5.41558 -0.32165 0.310
H -1.75941 -7.86815 -0.36175 0.303
H -2.88510 -8.56227 0.70251 0.280
H -1.21836 -8.41941 1.28717 0.264
H -3.54537 -3.33562 1.75071 -0.118
H -3.67909 -4.70851 0.89332 0.216
C -3.54776 0.68385 4.79052 -1.493
C -3.53513 -0.70096 4.19669 0.694
C -4.97692 -1.21152 4.04161 -0.330
O -4.96843 -2.53470 3.50399 -0.035
C -6.11250 -3.26460 3.94897 -0.899
N -2.90236 -0.73026 2.84989 0.435
H -2.76038 1.32429 4.47434 0.066
H -3.51816 0.55214 5.83503 0.583
H -4.53460 1.20577 4.66350 0.292
H -2.93245 -1.24619 4.92334 0.336
H -5.56519 -0.49094 3.35725 -0.415
H -5.46106 -1.14925 5.04363 0.483
H -5.86846 -4.29268 3.57254 0.219
H -7.03149 -2.80865 3.51150 0.291
H -6.15703 -3.29083 5.03382 0.370
H -3.47842 -0.22642 2.15625 -0.315
H -2.03156 -0.21999 2.95375 -0.155
C 1.30962 -4.26608 -0.72179 -0.531
C 1.90840 -3.85711 -2.07551 0.615
C 1.07705 -4.51902 -3.21785 -0.805
O 1.40618 -4.07283 -4.57554 -0.233
C 0.96748 -4.99930 -5.52904 -0.847
N 2.25015 -2.44234 -2.24393 0.707
H 1.28266 -5.38177 -0.62956 0.659
H 0.31762 -3.93805 -0.48028 -0.444
H 1.91956 -3.87886 0.10284 -0.178
H 2.76677 -4.51287 -2.09632 -0.218
H -0.00990 -4.33336 -3.13338 -0.027
H 1.18476 -5.61515 -3.13102 0.531
H -0.05305 -5.30861 -5.30689 0.286
H 1.56350 -5.94084 -5.47204 0.310
H 1.04641 -4.56998 -6.50974 0.263
H 2.13383 -2.10845 -3.21342 0.240
H 1.74470 -1.75372 -1.61589 -0.804
C -6.59680 -1.68825 0.54717 -1.467
C -6.58933 -0.18633 0.20794 0.714
C -7.29717 0.71479 1.16862 -0.399
O -8.69600 0.51193 1.18851 -0.408
C -9.46054 1.42708 0.45309 -0.611
N -5.13281 0.25670 0.15692 0.096
H -6.01288 -1.82868 1.48150 0.145
H -6.01267 -2.20208 -0.19694 0.209
H -7.55018 -2.14005 0.62397 0.545
H -7.18308 -0.03538 -0.74518 0.196
H -7.02810 1.74927 1.08982 0.405
H -6.98391 0.45185 2.21696 -0.226
H -9.54243 1.12092 -0.61696 0.253
H -9.09145 2.50918 0.68081 0.252
H -10.49518 1.36429 0.84485 0.272
H -4.56681 -0.35044 -0.47727 -0.001
H -5.09096 1.20584 -0.20080 0.158
C 3.32448 -2.48698 2.81471 -1.600
C 4.10039 -1.28254 2.39082 0.945
C 5.54969 -1.67146 2.23440 -0.861
O 6.16211 -1.82802 3.50780 -0.412
C 7.56473 -1.94645 3.50217 -0.868
N 3.56508 -0.89877 1.03084 0.094
H 3.79428 -2.87854 3.74262 0.424
H 3.43284 -3.23870 2.03602 0.358
H 2.28386 -2.29543 3.07318 0.215
H 4.05816 -0.34427 2.99930 0.179
H 5.95602 -0.77200 1.72773 0.313
H 5.64244 -2.62694 1.70943 0.362
H 7.88966 -2.53673 2.67804 0.364
H 7.78259 -2.56872 4.34247 0.320
H 8.07068 -0.99136 3.44493 0.269
H 4.52572 -1.36587 -1.10763 -0.360
H 3.30651 -1.69728 0.46940 -0.423
C 2.29056 7.62991 4.70957 -1.456
C 2.38453 7.38861 3.20574 0.410
C 1.44902 6.23667 2.99186 -0.607
O 1.36079 5.84965 1.58984 -0.229
C 0.18573 6.23560 0.87500 -0.515
N 1.81550 8.59942 2.43020 -0.725
H 1.24012 7.95038 4.93286 0.404
H 2.89067 8.48236 5.03146 0.436
H 2.58828 6.74429 5.31560 0.300
H 3.43597 7.13851 2.86151 0.290
H 0.39654 6.55339 3.28710 0.409
H 1.70055 5.31070 3.42356 0.178
H -0.21341 5.33792 0.37958 -0.076
H 0.41963 7.11938 0.25704 0.296
H -0.52279 6.59284 1.65214 0.368
H 2.27052 9.33305 2.95682 0.312
H 2.41866 8.55164 1.61712 0.270
C -2.47772 4.05503 2.21090 -1.335
C -3.14646 3.18225 1.14604 1.517
C -4.34824 3.97057 0.62851 -1.296
O -4.93087 3.28811 -0.44207 -0.074
C -5.58619 4.07133 -1.34092 -0.921
N -2.26041 2.82581 0.10325 -0.009
H -3.13002 4.34942 3.04589 0.563
H -2.13291 4.95974 1.68950 0.164
H -1.57045 3.63796 2.66966 -0.171
H -3.48657 2.19202 1.56191 -0.745
H -3.98124 4.92016 0.21727 0.457
H -5.03116 4.05965 1.46720 0.426
H -5.57885 3.55919 -2.32468 0.234
H -5.14421 5.06273 -1.41502 0.347
H -6.61440 4.18386 -0.98756 0.279
H -2.68021 2.19186 -0.55858 0.267
H -2.22654 3.62373 -0.55132 0.094
C 0.54274 1.61369 3.42407 -1.517
C 1.27639 2.77374 2.76868 1.494
C 2.72261 3.19856 2.87047 -2.177
O 3.60397 2.12279 2.65871 -0.170
C 4.94378 2.61755 2.49444 -0.673
N 1.04453 2.69216 1.31626 0.897
H 1.02009 1.32288 4.38146 0.338
H 0.35437 0.74232 2.77744 0.130
H -0.46493 1.90021 3.73852 0.357
H 0.87992 3.75765 3.03494 0.274
H 2.85649 3.68316 3.83276 0.655
H 2.90360 3.99290 2.12664 0.693
H 5.60077 1.85379 2.08987 0.159
H 5.37138 3.06619 3.43513 0.282
H 4.85247 3.39683 1.73608 0.263
H -0.00065 2.68080 1.07748 -0.586
H 1.34087 3.57406 0.92394 -0.126


# 3
10
Properties=species:S:1:pos:R:3:mulliken_charge:R:1 method="wB97M-V/def2-TZVPD" relative_energy_kj_mol=258.3 spin_multiplicity=3 e_tot_ha=-706.6487 fmax_ev_per_a=8.93
C 0.83570 1.42200 -0.44476 -0.072
C -0.17994 -1.03335 -0.47977 -0.706
C -0.54960 -0.48477 0.82093 0.085
N 0.04309 0.38308 -0.09689 -0.101
O 0.97465 2.41778 0.19648 -0.226
Cl -2.27754 -0.30782 1.32887 -0.209
H 1.14446 1.28827 -1.45290 0.346
H 0.80432 -1.46373 -0.41566 0.295
H -0.81120 -1.42375 -1.18221 0.281
H 0.01607 -0.79771 1.72592 0.306


# 4
86
Properties=species:S:1:pos:R:3:mulliken_charge:R:1 method="wB97M-V/def2-TZVPD" spin_multiplicity=3 e_tot_ha=-1859.3920 charge=-1 fmax_ev_per_a=0.90
C -1.98484 1.99795 -2.04996 -0.537
C -0.68166 2.62020 -2.56276 -0.398
C 0.25289 1.52218 -3.07494 -0.395
O 1.62015 1.78451 -2.79427 -0.416
C 2.20053 0.79953 -1.96540 0.068
N 1.59755 0.92868 -0.65250 0.171
C 1.98831 -0.65572 -2.55864 0.548
O 2.42869 -0.78942 -3.71605 -0.787
O 1.43400 -1.47297 -1.80673 -0.741
C 3.71226 1.00948 -2.02444 -0.939
I 4.25915 3.05797 -1.58023 -0.088
C 4.45458 -0.05068 -1.19797 -0.123
C 5.28795 0.38175 0.00099 -1.376
H -2.87070 2.44556 -2.48991 0.328
H -2.01905 0.94476 -2.30063 -0.066
H -2.07418 2.07153 -0.97222 0.174
H -0.88928 3.33466 -3.35088 0.346
H -0.17632 3.14117 -1.75652 0.274
H 0.15447 1.42558 -4.15432 0.397
H -0.03656 0.58403 -2.61770 0.073
H 2.08739 0.38116 0.04137 0.123
H 1.67727 1.89935 -0.37090 0.192
H 3.98535 0.90338 -3.06109 0.702
H 3.72249 -0.77415 -0.85393 0.316
H 5.10290 -0.58836 -1.88072 0.343
H 5.55783 -0.49929 0.57729 0.450
H 6.20247 0.87769 -0.30025 0.393
H 4.73622 1.04501 0.65860 0.082
C -0.47981 2.53428 4.87481 -1.828
C 0.44479 1.79276 3.90186 1.988
C 0.98567 0.50731 4.53017 -1.293
C 2.04418 0.75556 5.60584 -0.443
C 3.17834 1.62696 5.06592 -1.286
C 2.69052 2.94378 4.45854 1.822
N 1.60385 2.64116 3.47536 0.247
O 2.07348 2.27746 2.34437 -0.425
C 2.22513 3.91219 5.55473 -1.788
C 3.82076 3.62590 3.69893 -1.719
C -0.37552 1.46910 2.66053 -2.036
H -0.05909 2.68513 5.86521 0.299
H -0.75775 3.50655 4.46624 0.382
H -1.39086 1.94929 5.00320 0.458
H 1.42075 -0.10807 3.73743 0.347
H 0.14322 -0.05414 4.94125 0.414
H 1.59172 1.21614 6.48918 0.316
H 2.45241 -0.20115 5.93777 0.383
H 3.89841 1.85595 5.85612 0.370
H 3.71643 1.06660 4.29566 0.353
H 1.63923 4.72618 5.12685 0.354
H 3.10235 4.34449 6.03710 0.477
H 1.63979 3.43970 6.33877 0.297
H 4.25431 2.97586 2.94460 0.172
H 4.59998 3.90486 4.41036 0.441
H 3.46330 4.52834 3.20193 0.458
H -0.70357 2.38263 2.16414 0.530
H -1.25849 0.90871 2.97072 0.403
H 0.17550 0.87805 1.93288 0.243
C -5.01195 -3.75554 -4.00098 -1.717
C -3.88160 -2.72991 -3.85710 1.809
C -2.54367 -3.30884 -4.32519 -1.361
C -1.94986 -4.33039 -3.35721 -0.479
C -1.83388 -3.74189 -1.95268 -1.254
C -3.15907 -3.18969 -1.42116 2.131
N -3.73626 -2.25471 -2.44410 0.256
O -3.18776 -1.10155 -2.38212 -0.468
C -4.12992 -4.32352 -1.06313 -1.933
C -2.90830 -2.38275 -0.15594 -2.019
C -4.25373 -1.52712 -4.71252 -1.869
H -4.78946 -4.72305 -3.56188 0.264
H -5.93113 -3.37612 -3.55191 0.359
H -5.19778 -3.92504 -5.06211 0.454
H -1.83194 -2.48762 -4.44550 0.401
H -2.68941 -3.75292 -5.31346 0.395
H -2.55074 -5.24604 -3.34881 0.317
H -0.95730 -4.61808 -3.70572 0.445
H -1.46831 -4.49488 -1.24994 0.415
H -1.09350 -2.93636 -1.96811 0.282
H -5.14460 -3.94230 -0.93808 0.356
H -3.81668 -4.76610 -0.11725 0.479
H -4.14988 -5.12998 -1.79125 0.289
H -2.16845 -1.60533 -0.31709 0.346
H -2.53818 -3.05778 0.61795 0.421
H -3.83026 -1.91660 0.19818 0.445
H -5.16524 -1.05422 -4.34401 0.452
H -4.42758 -1.86936 -5.73396 0.422
H -3.46385 -0.78214 -4.72650 0.313